40
Properties=species:S:1:pos:R:3 method="wB97M-V/def2-TZVPD" homo_energy_ev=-9.54 orbital_gap_ev=9.43 smiles="CCN(CC[C@](Br)(C#N)[C@H](C#N)CCCN)C(C)=O" lumo_energy_ev=-0.10 e_tot_ev=-91866.9908 multiplicity=1 max_force_ev_per_a=7.0
Br -0.4142 -0.7049 -1.5028
O 3.9700 1.6793 -0.0097
N -0.2526 2.7516 -3.3079
N -2.3881 4.2423 -0.1352
N 2.4547 -0.2411 0.1530
N -4.6111 -2.4677 0.2377
C 3.2011 -1.1269 1.1384
C -2.2754 3.0420 -0.1454
C -3.5557 -1.4398 -0.0848
C -3.7874 -0.0740 0.7341
C 0.7061 1.7007 -0.0029
C -0.4103 2.0741 -2.3096
C 2.6523 -2.6340 0.9190
C 1.4219 0.5605 0.8718
C -1.9841 1.4687 -0.3493
C 4.0469 0.0723 -1.9213
C -2.3256 0.6309 0.9984
C 3.5042 0.5954 -0.4751
C -0.5060 1.1963 -0.9407
H 0.2354 2.4453 0.7570
H -2.5390 -1.9456 0.1065
H 3.0995 -0.7450 2.2213
H 1.8548 1.0400 1.8357
H -1.6052 -0.2453 1.1929
H 1.5333 -2.6013 0.6152
H 4.3375 -1.1597 0.9227
H 0.5929 -0.1787 1.2099
H 1.4061 2.3281 -0.6561
H 5.1915 -0.0359 -1.9443
H -4.1237 -3.2489 0.7252
H 2.8446 -3.3316 1.8188
H 3.6374 0.7428 -2.7721
H -3.6104 -1.2151 -1.2232
H -2.7260 1.1299 -1.1783
H 3.6303 -0.9978 -2.1027
H 3.2180 -3.0456 -0.0099
H -4.3432 -0.1994 1.7320
H -5.3571 -2.0740 0.8278
H -2.3282 1.3031 1.9255
H -4.3950 0.7090 0.1282


15
Properties=species:S:1:pos:R:3 method="wB97M-V/def2-TZVPD" homo_energy_ev=-9.08 orbital_gap_ev=9.91 smiles="C=C(C)[C@H](O)C=O" lumo_energy_ev=0.83 e_tot_ev=-9407.4568 e_above_lowest_kj_mol=229.2 multiplicity=1 max_force_ev_per_a=4.0
O -2.0568 0.2684 0.8223
O -1.6780 -1.5644 -1.0385
C -0.8422 -0.6976 -1.1091
C 0.6041 -1.0951 0.8187
C -0.9976 0.5683 -0.0051
C 1.4724 1.0875 -0.0042
C 0.3622 0.1885 0.4485
H 2.3434 0.9618 0.6421
H -0.1694 -1.7220 1.2299
H 1.6149 -1.4277 0.9873
H 1.7756 0.8511 -1.0282
H -1.0628 1.5658 -0.4362
H -2.3504 -0.6361 0.5931
H -0.1863 -0.4841 -1.9601
H 1.1708 2.1356 0.0395